This record from the Open Molecules 2025 dataset describes 9 unconnected molecules or ions with the total composition C39H89Br2NO18P. The level of theory is ωB97M-V/def2-TZVPD.

Computed properties:
- Charge: -1
- Frontier orbital gap: 0.203 hartree
- Multiplicity: 1
- E_HOMO: -3.88 eV
- Largest force on an atom: 5.056 eV/Å

```
150
Properties=species:S:1:pos:R:3:forces:R:3
C 5.9526 -3.9518 6.9559 -0.2 0.1 -0.2
C 5.2793 -5.0880 6.2858 0.6 -0.2 0.3
N 5.7709 -6.2384 6.1855 0.0 -1.0 -0.4
C 3.9622 -4.7468 5.7579 -1.3 -0.2 -0.1
P 2.9034 -6.2270 5.5024 1.1 -0.9 -1.0
C 2.3952 -6.8433 7.2143 2.5 3.9 1.1
O 2.8619 -6.2149 8.1926 0.1 0.1 -0.2
O 1.7026 -7.7856 7.1192 -3.0 -4.0 -0.2
C 1.3757 -5.5787 4.7744 0.3 -0.8 -0.5
Br 0.7644 -6.5149 3.2398 0.1 -0.2 -0.3
C 0.7044 -4.5524 5.2187 -1.0 0.6 -0.2
C 1.0417 -3.8037 6.4261 0.2 0.2 0.2
Br -0.8687 -3.8790 4.3669 -0.2 0.1 -0.2
H 5.5882 -3.8803 7.9579 -0.1 0.0 0.9
H 5.6375 -3.0632 6.4594 0.0 1.0 -0.4
H 7.0149 -4.0336 6.9083 0.8 -0.1 0.2
H 6.6754 -6.2772 6.6320 0.4 0.0 0.2
H 3.5526 -4.0021 6.4081 -0.4 0.4 0.5
H 4.0838 -4.2661 4.8093 0.2 0.4 -0.9
H 1.7385 -3.0328 6.1841 0.6 0.8 -0.2
H 0.1883 -3.3252 6.8379 -0.8 0.3 0.5
H 1.5069 -4.4550 7.1340 0.3 -0.4 0.7
C 0.6480 -4.0882 -1.7169 0.1 0.2 -0.1
O 0.5321 -5.2026 -2.5889 0.2 0.2 -0.1
C 1.4610 -6.2278 -2.2665 -0.2 -0.2 -0.4
C 0.7746 -7.2733 -1.4203 0.3 0.0 0.2
O 0.3412 -6.6755 -0.2177 -0.2 -0.3 0.0
C -1.0228 -6.2913 -0.2719 -0.1 0.1 0.2
H -0.2692 -3.5050 -1.7893 0.0 0.0 0.0
H 0.7828 -4.3966 -0.6799 0.0 0.0 0.0
H 1.4921 -3.4581 -2.0218 0.0 0.0 0.0
H 2.3239 -5.8125 -1.7393 0.0 0.0 0.1
H 1.8211 -6.6787 -3.1979 0.0 0.1 0.0
H 1.4793 -8.0764 -1.1807 0.0 0.0 0.1
H -0.0682 -7.7163 -1.9606 0.0 0.0 -0.1
H -1.6815 -7.1504 -0.0965 0.0 0.0 0.0
H -1.2693 -5.8344 -1.2310 -0.1 0.0 0.1
H -1.1848 -5.5579 0.5154 0.0 0.0 0.1
C -4.3029 -0.6979 -0.3511 0.0 0.2 0.0
O -4.3880 -1.0002 -1.7356 -0.1 -0.1 0.1
C -3.1653 -1.4607 -2.2788 -0.1 0.2 -0.2
C -3.1163 -2.9647 -2.4076 0.3 -0.2 0.0
O -3.1501 -3.6284 -1.1564 -0.1 0.2 0.0
C -4.4304 -4.1271 -0.8150 0.1 -0.1 0.0
H -5.3158 -0.6511 0.0447 0.0 0.0 -0.1
H -3.7470 -1.4610 0.1972 0.0 0.0 0.0
H -3.8229 0.2758 -0.2111 0.0 0.0 0.1
H -2.3201 -1.0992 -1.6845 0.0 0.0 0.0
H -3.0769 -1.0309 -3.2831 0.1 0.0 0.0
H -2.1665 -3.2338 -2.8832 -0.2 0.0 0.0
H -3.9278 -3.3208 -3.0502 0.0 0.0 0.0
H -4.6385 -5.0531 -1.3638 0.0 0.0 0.0
H -5.2170 -3.3995 -1.0233 0.0 0.0 0.0
H -4.4249 -4.3453 0.2511 0.0 0.0 0.0
C -0.7096 5.0478 -1.1444 0.1 0.0 0.1
O 0.2000 3.9625 -1.1558 -0.1 0.1 -0.1
C -0.0511 3.0025 -0.1416 0.2 0.0 -0.1
C -0.8140 1.8088 -0.6638 -0.3 -0.2 0.1
O -2.1247 2.1429 -1.0994 0.1 0.2 -0.1
C -2.2250 2.3061 -2.5038 -0.1 -0.1 0.1
H -0.6336 5.5524 -2.1042 0.1 0.1 -0.1
H -1.7388 4.7161 -1.0078 -0.1 -0.1 0.1
H -0.4489 5.7578 -0.3498 -0.1 0.0 0.0
H -0.5795 3.4611 0.6989 0.0 0.0 0.0
H 0.9211 2.6598 0.2212 0.0 0.0 0.1
H -0.9244 1.0868 0.1514 0.1 0.0 0.0
H -0.2555 1.3239 -1.4703 0.0 0.0 0.0
H -2.2573 1.3248 -2.9936 0.0 0.0 -0.1
H -1.3919 2.8832 -2.9090 0.1 0.0 0.0
H -3.1512 2.8378 -2.7160 -0.1 0.0 0.1
C -6.8099 7.8021 -0.0923 0.0 0.0 0.0
O -6.4037 7.7953 -1.4484 0.0 -0.1 0.0
C -5.0369 7.4653 -1.6278 -0.1 0.2 -0.2
C -4.8419 6.0154 -2.0056 0.2 -0.2 0.1
O -5.2454 5.1348 -0.9724 -0.1 0.2 0.0
C -6.5396 4.5938 -1.1740 0.0 -0.2 -0.1
H -7.8973 7.7649 -0.0737 0.0 0.0 0.0
H -6.4179 6.9414 0.4528 0.0 0.0 0.0
H -6.4806 8.7229 0.4016 0.0 0.0 0.0
H -4.4640 7.7040 -0.7265 0.0 0.0 0.0
H -4.6591 8.0920 -2.4419 0.0 0.0 0.0
H -3.7753 5.8417 -2.1790 0.0 0.0 -0.1
H -5.3729 5.7846 -2.9335 0.0 0.0 0.0
H -6.4945 3.7881 -1.9142 -0.1 0.0 0.0
H -7.2495 5.3529 -1.5084 0.0 0.0 0.0
H -6.8837 4.1857 -0.2250 0.1 0.0 0.0
C -6.7287 4.0531 -5.3841 0.0 0.0 0.1
O -5.8601 3.3471 -4.5166 0.0 0.1 -0.2
C -5.8141 1.9529 -4.7744 0.0 0.0 0.4
C -4.6059 1.5584 -5.5901 0.0 -0.2 -0.2
O -4.6315 2.1081 -6.8965 0.0 0.2 0.0
C -3.8348 3.2702 -7.0356 0.0 -0.1 0.0
H -6.4778 5.1105 -5.3154 0.0 0.0 0.0
H -6.6165 3.7300 -6.4207 0.0 0.0 0.0
H -7.7708 3.9190 -5.0747 0.0 0.0 0.0
H -6.7337 1.6227 -5.2656 0.0 0.0 -0.1
H -5.7528 1.4507 -3.8034 0.0 -0.1 0.0
H -4.6077 0.4696 -5.6986 0.0 0.0 0.0
H -3.6855 1.8426 -5.0707 0.0 0.0 0.0
H -2.7766 3.0009 -7.1273 0.0 0.0 0.0
H -3.9604 3.9511 -6.1915 0.0 0.0 0.0
H -4.1474 3.7774 -7.9464 0.0 0.0 0.0
C -1.4143 -0.7630 -5.8383 -0.1 0.0 0.1
O -0.5918 -1.4291 -4.9061 0.2 0.1 -0.1
C -0.5639 -2.8405 -5.0561 0.0 0.1 0.2
C 0.6676 -3.3135 -5.7867 0.0 -0.2 -0.2
O 0.6990 -2.8600 -7.1335 -0.1 0.1 0.0
C 1.5134 -1.7198 -7.3255 0.0 -0.1 0.0
H -1.1440 0.2922 -5.8188 0.0 0.0 0.0
H -1.2914 -1.1397 -6.8561 0.0 -0.1 0.0
H -2.4637 -0.8590 -5.5348 -0.1 0.0 -0.2
H -1.4708 -3.1935 -5.5570 0.0 0.0 -0.1
H -0.5532 -3.2563 -4.0492 0.1 -0.2 -0.1
H 0.6558 -4.4058 -5.8145 0.0 0.0 0.1
H 1.5698 -2.9996 -5.2541 0.0 0.0 0.0
H 2.5715 -2.0043 -7.3556 0.0 0.1 0.0
H 1.3640 -0.9775 -6.5390 0.0 0.0 0.0
H 1.2424 -1.2772 -8.2827 0.0 0.0 0.0
C 7.9750 1.4531 3.4935 0.0 0.1 0.0
O 8.7050 1.3600 4.7027 0.0 -0.1 -0.1
C 7.8939 1.0821 5.8318 0.2 0.2 0.1
C 7.9099 -0.3819 6.2060 -0.3 -0.2 0.1
O 7.3372 -1.1969 5.2014 0.1 0.1 -0.2
C 8.2958 -1.8233 4.3683 0.0 -0.1 0.0
H 8.6842 1.3660 2.6725 0.0 0.0 0.0
H 7.2334 0.6571 3.4051 0.0 0.0 0.0
H 7.4726 2.4244 3.4232 0.0 0.0 0.0
H 6.8672 1.4166 5.6567 -0.1 0.0 0.0
H 8.2983 1.6608 6.6682 0.0 0.0 0.0
H 7.3069 -0.5156 7.1099 0.0 0.0 0.0
H 8.9300 -0.7076 6.4311 0.0 0.0 0.0
H 8.7350 -2.6893 4.8758 0.0 0.0 0.0
H 9.0910 -1.1344 4.0763 0.0 0.0 0.0
H 7.7805 -2.1677 3.4740 0.0 0.0 0.0
C 3.2045 6.2082 4.5464 0.0 0.0 0.0
O 4.1914 5.2125 4.3549 -0.1 0.0 -0.1
C 3.7407 3.9030 4.6624 0.2 0.1 0.1
C 3.3344 3.1324 3.4285 -0.2 -0.2 0.0
O 2.2122 3.7093 2.7819 0.0 0.2 0.0
C 2.5488 4.5193 1.6699 0.0 -0.1 0.0
H 3.5295 7.1010 4.0154 0.0 0.0 0.0
H 2.2338 5.8980 4.1548 0.0 0.0 0.0
H 3.1038 6.4486 5.6105 -0.1 0.0 0.0
H 2.9130 3.9405 5.3761 -0.1 0.0 0.0
H 4.5740 3.3800 5.1412 0.0 0.0 0.0
H 3.0474 2.1207 3.7290 0.0 0.0 0.0
H 4.1770 3.0519 2.7353 0.0 0.0 0.0
H 2.7763 3.8914 0.8021 0.1 0.1 -0.1
H 3.4018 5.1676 1.8794 0.0 0.0 0.0
H 1.6846 5.1387 1.4360 -0.1 0.0 0.0
```
Forces are in eV/Å.